No. 1
The following is a quantum chemistry calculation of a structure of composition C55H48N6OP2RhSSe2Si at a distorted geometry, from OMol25.

Structure (ORCA input):
```
! RIJCOSX wB97M-V def2-TZVPD def2/J DEFGRID3
* xyz 1 1
Rh 1.026 1.144 -0.163
Se -5.685 0.066 -0.110
P -4.299 -1.523 -0.030
C -4.476 -2.718 -1.376
C -5.405 -2.474 -2.381
C -5.537 -3.376 -3.429
C -4.748 -4.516 -3.467
C -3.818 -4.758 -2.463
C -3.674 -3.863 -1.416
C -4.403 -2.396 1.548
C -4.916 -3.682 1.660
C -5.073 -4.247 2.919
C -4.734 -3.530 4.055
C -4.224 -2.241 3.941
C -4.060 -1.672 2.691
C -2.580 -0.956 -0.122
C -1.963 0.288 -0.139
N -0.648 0.022 -0.349
N -0.460 -1.274 -0.447
N -1.611 -1.881 -0.314
P -2.455 1.990 -0.115
Se -0.610 3.152 -0.120
C -3.326 2.357 -1.641
C -3.475 1.390 -2.629
C -4.015 1.744 -3.855
C -4.403 3.055 -4.094
C -4.257 4.020 -3.106
C -3.707 3.678 -1.882
C -3.422 2.384 1.346
C -2.862 2.063 2.581
C -3.536 2.382 3.747
C -4.763 3.029 3.679
C -5.312 3.359 2.448
C -4.645 3.040 1.276
H -6.023 -1.586 -2.334
H -6.256 -3.186 -4.215
H -4.855 -5.219 -4.282
H -3.201 -5.646 -2.497
H -2.941 -4.036 -0.640
H -5.191 -4.239 0.774
H -5.472 -5.249 3.013
H -4.873 -3.969 5.034
H -3.968 -1.677 4.829
H -3.683 -0.660 2.590
H -3.177 0.365 -2.448
H -4.129 0.992 -4.624
H -4.814 3.328 -5.056
H -4.563 5.040 -3.292
H -3.559 4.434 -1.119
H -1.903 1.560 2.624
H -3.104 2.135 4.709
H -5.295 3.274 4.589
H -6.267 3.865 2.398
H -5.085 3.273 0.317
N 1.085 0.966 7.283
C 0.998 0.973 6.139
C 0.890 0.999 4.705
C 0.291 -0.052 4.021
C 0.196 0.028 2.647
N 0.633 1.086 1.962
C 1.210 2.099 2.617
C 1.365 2.093 3.988
H -0.102 -0.909 4.548
H -0.258 -0.770 2.072
H 1.529 2.942 2.023
H 1.829 2.927 4.494
C 5.446 1.942 -1.544
C 5.720 1.510 -0.102
C 7.130 0.939 0.026
C 5.517 2.663 0.884
Si 4.348 0.217 0.314
O 2.972 1.076 0.232
C 4.399 -1.189 -0.942
C 3.262 -1.431 -1.713
C 3.204 -2.493 -2.607
C 4.292 -3.343 -2.737
C 5.427 -3.130 -1.967
C 5.479 -2.063 -1.081
C 4.622 -0.565 2.014
C 5.830 -1.122 2.442
C 5.946 -1.727 3.686
C 4.848 -1.803 4.529
C 3.631 -1.284 4.115
C 3.526 -0.671 2.873
H 6.138 2.741 -1.837
H 4.427 2.321 -1.656
H 5.583 1.112 -2.240
H 7.862 1.707 -0.252
H 7.289 0.088 -0.639
H 7.355 0.646 1.051
H 6.245 3.461 0.692
H 5.656 2.329 1.916
H 4.515 3.089 0.792
H 2.400 -0.785 -1.597
H 2.311 -2.666 -3.194
H 4.254 -4.176 -3.427
H 6.272 -3.802 -2.051
H 6.374 -1.927 -0.486
H 6.701 -1.097 1.801
H 6.897 -2.144 3.994
H 4.941 -2.273 5.500
H 2.766 -1.366 4.763
H 2.578 -0.279 2.542
S 1.998 3.523 -3.912
C 1.925 2.946 -2.308
N 1.471 1.740 -2.166
C 1.131 1.164 -3.382
C 0.623 -0.121 -3.577
C 0.343 -0.520 -4.865
C 0.548 0.342 -5.952
C 1.049 1.613 -5.770
C 1.347 2.012 -4.469
H 2.232 3.566 -1.478
H 0.454 -0.770 -2.726
H -0.033 -1.518 -5.044
H 0.307 0.005 -6.951
H 1.212 2.277 -6.608
*
```

The value obtained for the total energy is -239791.3577 eV. The frontier orbital gap is 5.69 eV.

Löwdin population analysis, charges in e, atoms 1 to 99:
1. Rh 0.9656
2. Se 0.4137
3. P 0.5647
4. C -0.3566
5. C -0.1057
6. C -0.0699
7. C -0.0694
8. C -0.0671
9. C -0.1006
10. C -0.3522
11. C -0.0660
12. C -0.0629
13. C -0.0692
14. C -0.0722
15. C -0.0991
16. C -0.3903
17. C -0.4186
18. N -0.2078
19. N -0.0155
20. N 0.0482
21. P 0.7152
22. Se 0.5913
23. C -0.3886
24. C -0.0954
25. C -0.0532
26. C -0.0551
27. C -0.0576
28. C -0.1064
29. C -0.3844
30. C -0.1036
31. C -0.0593
32. C -0.0486
33. C -0.0503
34. C -0.1181
35. H 0.0522
36. H 0.1082
37. H 0.1089
38. H 0.1094
39. H 0.0986
40. H 0.1059
41. H 0.1109
42. H 0.1093
43. H 0.1050
44. H 0.0843
45. H 0.0968
46. H 0.1135
47. H 0.1126
48. H 0.1134
49. H 0.1101
50. H 0.0791
51. H 0.1109
52. H 0.1146
53. H 0.1167
54. H 0.0948
55. N 0.2025
56. C -0.1524
57. C -0.1996
58. C 0.0041
59. C -0.1166
60. N -0.0805
61. C -0.1327
62. C 0.0384
63. H 0.1376
64. H 0.1167
65. H 0.0962
66. H 0.1372
67. C -0.0867
68. C -0.6000
69. C -0.0861
70. C -0.0938
71. Si 0.5202
72. O -0.4145
73. C -0.2063
74. C -0.1026
75. C -0.0797
76. C -0.0819
77. C -0.0749
78. C -0.0852
79. C -0.1937
80. C -0.0859
81. C -0.0717
82. C -0.0790
83. C -0.0806
84. C -0.0918
85. H 0.0903
86. H 0.0431
87. H 0.0840
88. H 0.0895
89. H 0.0711
90. H 0.0636
91. H 0.0872
92. H 0.0812
93. H 0.0610
94. H 0.0396
95. H 0.0954
96. H 0.1042
97. H 0.1062
98. H 0.0904
99. H 0.0832

---

No. 2
The following is a quantum chemistry calculation of a cluster of 6 separate species, C55H51Br3ClF9N3O27P in total at a distorted geometry, from OMol25.

Structure (ORCA input):
```
! RIJCOSX wB97M-V def2-TZVPD def2/J DEFGRID3
* xyz 0 1
C 5.473 -0.452 3.248
C 5.235 1.093 2.678
N 4.150 1.025 1.631
C 3.656 2.435 1.233
C 4.859 2.979 0.184
O 4.948 2.216 -1.059
C 5.730 2.933 -2.100
F 4.880 3.715 -3.033
F 6.470 1.871 -2.880
F 6.774 3.836 -1.564
O 2.406 2.674 0.827
C 1.149 2.215 0.585
C 0.671 3.458 -0.454
C 1.943 4.252 -1.176
C 2.410 5.621 -0.411
Cl 1.224 4.933 -2.803
C 1.189 0.784 -0.210
F 2.534 0.470 -0.840
F 0.337 0.726 -1.464
C 0.777 -0.599 0.541
C -0.572 -1.460 0.038
C -1.032 -2.911 0.715
C -0.201 -3.617 1.938
C 1.150 -2.829 2.424
C 2.022 -3.541 3.662
F 3.085 -4.349 2.957
F 1.231 -4.515 4.449
F 2.752 -2.563 4.500
C 1.598 -1.387 1.730
C -0.011 2.276 1.807
O -1.336 2.367 1.487
C -2.278 1.958 0.628
F -2.879 0.566 0.666
C -3.666 2.883 0.927
C -4.107 2.908 2.493
O -4.679 4.272 2.749
C -5.367 1.865 2.840
N -6.478 1.907 1.815
O -2.200 2.165 -0.859
N -2.692 1.104 -1.515
O -2.982 1.408 -2.668
C 0.456 1.428 3.177
Br 2.150 1.894 4.231
C -0.294 0.371 3.873
C -1.734 -0.152 3.380
Br 0.376 -0.522 5.587
P 0.128 3.956 2.856
O 1.547 4.851 2.551
Br -1.566 5.400 2.209
H 4.818 -1.192 2.611
H 6.587 -0.794 3.138
H 5.173 -0.541 4.375
H 5.014 1.787 3.593
H 6.299 1.425 2.255
H 4.483 0.489 0.808
H 3.915 3.077 2.220
H 4.718 4.119 -0.073
H 5.934 2.913 0.699
H 0.068 4.298 0.075
H 0.053 3.129 -1.367
H 2.790 3.558 -1.563
H 1.413 6.112 0.027
H 3.105 5.454 0.525
H 2.836 6.446 -1.162
H -1.292 -1.101 -0.823
H -2.007 -3.470 0.313
H -0.578 -4.636 2.432
H 2.581 -0.938 2.163
H -4.466 2.410 0.186
H -3.438 3.961 0.467
H -3.217 2.808 3.269
H -5.679 4.242 2.729
H -4.991 0.762 2.941
H -5.826 2.279 3.862
H -7.406 1.627 2.198
H -6.173 1.325 1.005
H -1.765 -0.869 2.459
H -2.477 0.762 3.184
H -2.270 -0.758 4.260
H 1.971 5.066 3.447
O 1.026 0.992 -7.926
C 0.927 0.299 -6.919
C 1.153 -1.155 -6.942
C 1.021 -1.883 -5.832
O 1.234 -3.250 -5.846
C 0.639 -1.257 -4.537
O 0.507 -1.955 -3.538
C 0.436 0.200 -4.509
C 0.572 0.929 -5.618
O 0.386 2.299 -5.598
H 1.428 -1.598 -7.891
H 1.075 -3.548 -4.924
H 0.176 0.645 -3.556
H 0.539 2.596 -6.522
O -4.074 11.179 -0.898
C -4.173 10.486 0.108
C -3.947 9.032 0.085
C -4.079 8.304 1.195
O -3.866 6.938 1.182
C -4.461 8.930 2.491
O -4.593 8.232 3.490
C -4.664 10.387 2.519
C -4.528 11.116 1.410
O -4.714 12.486 1.429
H -3.672 8.590 -0.863
H -4.025 6.639 2.104
H -4.924 10.832 3.471
H -4.561 12.784 0.506
O -3.876 -9.296 -3.390
C -3.367 -8.437 -2.678
C -2.005 -7.932 -2.908
C -1.475 -7.009 -2.104
O -0.196 -6.527 -2.317
C -2.236 -6.460 -0.949
O -1.715 -5.626 -0.216
C -3.607 -6.948 -0.732
C -4.139 -7.869 -1.538
O -5.428 -8.330 -1.343
H -1.462 -8.341 -3.751
H -0.042 -5.871 -1.603
H -4.156 -6.527 0.101
H -5.579 -8.990 -2.053
O 7.196 -1.106 6.005
C 7.970 -2.048 5.871
C 7.701 -3.160 4.946
C 8.557 -4.178 4.836
O 8.312 -5.225 3.967
C 9.807 -4.228 5.644
O 10.565 -5.186 5.534
C 10.087 -3.104 6.551
C 9.233 -2.084 6.658
O 9.492 -1.024 7.507
H 6.788 -3.112 4.367
H 9.075 -5.834 4.071
H 11.009 -3.145 7.119
H 8.726 -0.417 7.407
O -7.054 -8.368 -4.906
C -6.603 -7.714 -5.840
C -5.332 -8.057 -6.497
C -4.861 -7.315 -7.501
O -3.669 -7.633 -8.125
C -5.597 -6.116 -7.988
O -5.130 -5.443 -8.900
C -6.880 -5.787 -7.347
C -7.353 -6.531 -6.346
O -8.559 -6.230 -5.740
H -4.806 -8.930 -6.132
H -3.544 -6.946 -8.816
H -7.414 -4.923 -7.723
H -8.680 -6.913 -5.045
*
```

The value obtained for the total energy is -373982.8502 eV. The frontier orbital gap is 7.04 eV.

Löwdin population analysis, charges in e, atoms 1 to 99:
1. C -0.1013
2. C -0.2781
3. N -0.0531
4. C -0.3257
5. C -0.0890
6. O -0.0521
7. C -0.2382
8. F 0.0425
9. F 0.0212
10. F 0.0364
11. O -0.0866
12. C -0.2324
13. C -0.0866
14. C -0.5609
15. C -0.1574
16. Cl 0.5116
17. C -0.1136
18. F -0.0132
19. F -0.0595
20. C -0.0089
21. C 0.0378
22. C -0.0435
23. C 0.0145
24. C -0.0302
25. C -0.2338
26. F -0.0281
27. F 0.0078
28. F -0.0280
29. C 0.0772
30. C -0.4181
31. O -0.0782
32. C -0.3271
33. F -0.0648
34. C -0.0162
35. C -0.2814
36. O -0.1577
37. C -0.2095
38. N -0.0396
39. O -0.0397
40. N -0.0425
41. O 0.0525
42. C -0.5365
43. Br 0.6944
44. C -0.5911
45. C -0.1250
46. Br 0.6123
47. P 0.7067
48. O -0.4128
49. Br 0.4684
50. H 0.0716
51. H 0.0730
52. H 0.0743
53. H 0.0905
54. H 0.1163
55. H 0.1141
56. H 0.1434
57. H 0.1272
58. H 0.1444
59. H 0.0808
60. H 0.0846
61. H 0.0899
62. H 0.0902
63. H 0.0713
64. H 0.0898
65. H 0.0921
66. H 0.0904
67. H 0.1196
68. H 0.0720
69. H 0.1328
70. H 0.1278
71. H 0.1461
72. H 0.1017
73. H 0.1129
74. H 0.1401
75. H 0.0792
76. H 0.0688
77. H 0.0673
78. H 0.0698
79. H 0.0943
80. H 0.0859
81. O 0.1051
82. C -0.3053
83. C 0.0766
84. C -0.2075
85. O 0.0763
86. C -0.2980
87. O 0.0969
88. C 0.0816
89. C -0.2001
90. O 0.0743
91. H 0.1366
92. H 0.1125
93. H 0.1095
94. H 0.1163
95. O 0.1047
96. C -0.3075
97. C 0.0802
98. C -0.2060
99. O -0.0286